Below is a structure of composition C8H4ClNO3Sn at a distorted geometry, with properties calculated with the ωB97M-V functional and the def2-TZVPD basis.

Each line ends with the Löwdin charge.
Atoms and positions in Å:
1 O 0.000879 5.049654 -1.537398  0.0471
2 C 0.002042 3.926575 -1.419282  -0.0299
3 Sn 0.001605 -0.862174 -0.063529  1.5491
4 C 2.370496 -1.632431 -0.922189  -0.0285
5 C -2.358742 -1.625686 -0.917691  -0.0096
6 O 3.539246 -1.869738 -0.833777  0.1215
7 O -3.551964 -1.873153 -0.838469  0.1041
8 Cl 0.007533 2.587304 5.053321  0.8290
9 C 0.004366 1.085989 4.282877  -0.6460
10 C 0.002371 -0.109396 4.999843  -0.0231
11 C -0.000938 -1.350380 4.365517  0.0152
12 C -0.002240 -1.389281 2.955013  -0.1684
13 N 0.001050 -0.260667 2.248975  -0.1884
14 C 0.003651 0.989984 2.859497  -0.0739
15 H 0.003258 -0.051007 6.102520  0.1467
16 H -0.002673 -2.297222 4.867295  0.1271
17 H -0.006172 -2.318729 2.357914  0.1041
18 H 0.004931 1.874158 2.218865  0.1238

Forces on the atoms, in the same order (eV/Å):
O 0.00 -1.19 0.09
C 0.00 1.12 -0.05
Sn 0.05 1.19 1.05
C 9.16 -1.95 0.66
C -10.90 -2.35 0.66
O -8.26 1.66 -0.76
O 9.95 2.05 -0.78
Cl 0.00 0.18 0.02
C 0.00 -0.69 -2.22
C 0.00 -0.52 0.91
C 0.00 0.26 -1.57
C 0.00 0.18 1.13
N -0.01 1.74 -0.54
C 0.00 -1.31 0.71
H 0.00 -0.12 -0.68
H 0.00 -0.09 0.53
H 0.00 0.18 0.65
H 0.00 -0.32 0.21

**LUMO**: -0.3984 hartree
**Orbital gap**: 5.8 eV
**Net charge**: +2

Below is a structure of composition C36H30AsCl2N6S2Tl, with properties calculated with the ωB97M-V functional and the def2-TZVPD basis.

Each line ends with the Löwdin charge.
Atoms and positions in Å:
1 Tl -0.610229 0.738306 0.742339  0.4592
2 S 1.738246 -0.312590 0.686166  0.5954
3 C 2.254848 0.294358 2.236824  -0.7610
4 C 3.323778 -0.450120 2.839257  -0.3301
5 N 4.190346 -1.048580 3.309062  0.1699
6 C 1.755986 1.372104 2.902928  -0.7629
7 S 0.471817 2.419284 2.368909  0.5659
8 C 2.337170 1.721864 4.169579  -0.3079
9 N 2.786362 2.007415 5.190896  0.1451
10 Cl -1.195178 -0.219191 -5.389488  0.5210
11 C -0.023917 0.623103 -4.357962  -0.9909
12 Cl 1.578573 -0.148360 -4.436783  0.4994
13 H -0.376811 0.590198 -3.333882  -0.0068
14 H 0.067035 1.641828 -4.714091  0.0149
15 N 2.868090 -3.532628 0.752585  0.1690
16 C 4.146292 -4.035865 0.712398  -0.1866
17 C 5.210937 -3.976112 1.607215  -0.0249
18 C 6.371995 -4.623823 1.231186  -0.1130
19 C 6.472801 -5.304356 0.006306  -0.1219
20 C 5.415588 -5.344285 -0.882617  -0.0370
21 C 4.235686 -4.692236 -0.525401  -0.2373
22 N 3.048677 -4.558568 -1.226717  0.1741
23 C 2.277230 -3.861210 -0.433092  -0.2933
24 C 0.894937 -3.445636 -0.726642  -0.1714
25 C -0.100180 -3.606524 0.229977  -0.0263
26 C -1.386237 -3.187368 -0.070481  -0.1560
27 N -1.714999 -2.596429 -1.217751  0.0774
28 C -0.745209 -2.421572 -2.115581  -0.1343
29 C 0.562980 -2.842722 -1.929899  -0.0128
30 H 2.467985 -2.893133 1.430028  0.0433
31 H 5.131118 -3.420346 2.533058  0.0811
32 H 7.228946 -4.599341 1.893096  0.0904
33 H 7.404087 -5.796549 -0.246872  0.0858
34 H 5.491043 -5.853049 -1.835113  0.1010
35 H 0.125792 -4.043070 1.194327  0.0843
36 H -2.178613 -3.293448 0.660787  0.0982
37 H -1.033660 -1.927892 -3.038001  0.0766
38 H 1.309545 -2.670206 -2.691746  0.0939
39 C -1.439771 1.432231 -1.006759  -0.2110
40 C -1.941813 1.908888 -2.016403  -0.2291
41 C -2.534855 2.412641 -3.182015  -0.2297
42 C -3.816210 1.855061 -3.580411  -0.1934
43 C -4.734852 2.536104 -4.404726  -0.0673
44 C -5.958282 1.983995 -4.748310  -0.1288
45 C -6.337233 0.731367 -4.282226  -0.1458
46 C -5.456621 0.050750 -3.445888  -0.1142
47 C -4.233058 0.594107 -3.102082  -0.0461
48 C -1.776915 3.377419 -3.948912  -0.2149
49 C -1.965748 3.598372 -5.333861  -0.0775
50 C -1.163599 4.468250 -6.053216  -0.1283
51 C -0.125307 5.165958 -5.446437  -0.1485
52 C 0.094961 4.950848 -4.088402  -0.1216
53 C -0.701529 4.087261 -3.360239  -0.0519
54 H -4.496237 3.532651 -4.752358  0.0961
55 H -6.632369 2.552334 -5.381614  0.0851
56 H -7.293375 0.300684 -4.554345  0.0764
57 H -5.722794 -0.926591 -3.058106  0.0917
58 H -3.566506 0.039603 -2.452400  0.0977
59 H -2.724463 3.035633 -5.860071  0.0920
60 H -1.343342 4.587140 -7.117162  0.0872
61 H 0.501320 5.842641 -6.014364  0.0757
62 H 0.905195 5.466619 -3.583968  0.0902
63 H -0.499280 3.934693 -2.307156  0.1013
64 N -2.084371 -1.327829 2.972113  -0.0080
65 C -1.606496 -0.609675 2.204886  -0.3519
66 C 2.494271 -4.102961 4.680673  -0.3454
67 As 1.164046 -2.878612 3.909918  1.0575
68 C -0.395950 -4.026675 4.228991  -0.3481
69 C 0.923602 -1.682673 5.435237  -0.3205
70 H 2.149469 -4.521420 5.627601  0.0105
71 H 3.419656 -3.546563 4.835849  0.0018
72 H 2.693456 -4.909953 3.974960  0.0089
73 H -0.420246 -4.348927 5.272843  0.0133
74 H -0.347811 -4.912166 3.593037  0.0095
75 H -1.292672 -3.458195 3.991771  -0.0221
76 H 0.782890 -2.249965 6.356843  0.0175
77 H 0.041937 -1.071726 5.240567  0.0154
78 H 1.790592 -1.029998 5.530832  0.0049

Forces on the atoms, in the same order (eV/Å):
Tl 0.21 0.05 0.06
S -0.02 0.03 -0.04
C 0.02 -0.04 0.04
C 0.07 0.12 0.04
N -0.06 -0.08 -0.04
C 0.01 0.01 0.01
S -0.04 0.00 0.01
C -0.03 -0.06 0.02
N 0.01 0.03 -0.01
Cl -0.01 0.01 0.01
C -0.03 0.00 -0.08
Cl 0.03 0.01 0.01
H 0.01 -0.01 0.06
H 0.01 0.01 0.01
N -0.03 -0.04 -0.02
C 0.01 -0.02 0.03
C -0.06 0.05 0.02
C 0.02 -0.01 0.01
C -0.02 0.00 0.00
C 0.02 0.01 0.01
C 0.00 0.00 -0.06
N 0.02 -0.01 0.01
C 0.01 0.02 -0.08
C 0.01 0.00 0.17
C 0.02 -0.01 -0.05
C 0.04 0.15 0.02
N -0.01 -0.03 0.00
C -0.08 -0.07 -0.07
C -0.02 0.02 -0.04
H 0.02 0.02 0.02
H 0.02 -0.03 0.00
H 0.00 0.00 0.00
H 0.00 0.00 0.00
H 0.00 0.00 0.00
H -0.04 0.00 0.00
H -0.01 -0.02 0.01
H 0.01 0.02 0.01
H 0.02 -0.01 0.00
C 0.02 -0.06 -0.10
C -0.21 0.04 0.12
C 0.18 0.01 -0.05
C -0.05 -0.05 0.00
C 0.01 0.01 0.01
C -0.01 0.00 -0.01
C 0.01 0.01 0.01
C -0.01 -0.01 0.00
C 0.01 0.01 -0.01
C 0.01 0.00 -0.01
C -0.01 0.00 0.01
C 0.00 0.01 -0.01
C 0.00 0.00 0.00
C -0.01 0.00 0.00
C -0.02 -0.01 0.00
H 0.01 0.00 0.00
H 0.00 0.00 0.00
H 0.00 0.00 0.00
H 0.00 0.00 0.00
H -0.01 -0.01 0.01
H 0.00 0.00 0.00
H 0.00 0.00 0.00
H 0.00 0.00 0.00
H 0.00 0.00 0.00
H 0.00 -0.01 0.00
N 0.01 0.00 0.05
C -0.06 -0.04 -0.06
C 0.08 0.15 0.05
As -0.09 -0.15 -0.18
C 0.03 0.00 0.09
C -0.02 -0.01 -0.02
H 0.01 0.00 0.02
H 0.01 -0.04 0.02
H -0.02 -0.02 0.00
H -0.02 0.02 -0.01
H 0.02 0.03 -0.03
H -0.04 -0.01 -0.01
H 0.00 0.00 0.01
H 0.01 0.00 0.01
H 0.01 0.01 0.01

**LUMO**: 0.1543 hartree
**Relative energy (zero: lowest compared OMol25 entry of this formula, charge and spin)**: 4.34 kcal per mole
**Orbital gap**: 5.3 eV
**Net charge**: -2

Below is a structure of composition C3H7NO at a distorted geometry, with properties calculated with the ωB97M-V functional and the def2-TZVPD basis.

Each line ends with the Löwdin charge.
Atoms and positions in Å:
1 C 0.448307 0.326604 -0.134423  0.0658
2 C 0.425896 -0.590496 0.754688  0.0005
3 C 0.016457 -2.152258 0.393241  -0.4046
4 O 0.612935 -2.962834 1.155829  -0.0447
5 N -0.597723 2.574873 -0.652490  -0.0477
6 H 0.800599 0.119217 -1.140043  0.1146
7 H -0.194676 1.406436 -0.283829  -0.0303
8 H 0.496657 -0.584277 1.836895  0.1307
9 H -1.083854 -2.124195 0.354091  0.1234
10 H 0.353052 -2.262595 -0.658974  0.1152
11 H -0.337731 3.367931 -0.060747  -0.0128
12 H -0.939918 2.881595 -1.564238  -0.0101

Forces on the atoms, in the same order (eV/Å):
C 1.62 -4.07 -0.80
C 0.15 3.00 2.02
C -0.39 -3.39 -2.51
O 0.10 0.80 0.76
N -0.05 -0.95 1.38
H -0.10 0.63 -0.16
H -1.84 4.40 -1.06
H -0.15 0.03 -0.15
H -0.13 0.42 0.72
H 0.03 0.53 -0.09
H 0.12 -0.68 -0.30
H 0.62 -0.72 0.21

**LUMO**: -0.1107 hartree
**Relative energy (zero: lowest compared OMol25 entry of this formula, charge and spin)**: 199.66 kcal per mole
**Orbital gap**: 5.8 eV
**Net charge**: 0

Below is a cluster of 2 separate species, C4H9NO3 in total at a distorted geometry, with properties calculated with the ωB97M-V functional and the def2-TZVPD basis.

Each line ends with the Löwdin charge.
Atoms and positions in Å:
1 C 1.340233 -0.533987 -1.399205  -0.0072
2 C 0.785206 0.639697 -0.632545  -0.5675
3 O 0.725059 1.778562 -1.135254  -0.0101
4 O 1.334023 0.564562 0.755432  -0.0660
5 H 2.243823 -0.235284 -1.931871  0.0933
6 H 0.593194 -0.877267 -2.118217  0.0822
7 H 1.588431 -1.381480 -0.754723  0.0779
8 H 1.344923 1.497516 1.033990  0.0998
9 N -0.935884 -1.488513 1.532473  0.1242
10 C -1.031609 -0.187594 1.230892  -0.1061
11 C -1.184671 0.321401 -0.071820  -0.2810
12 O -1.773963 1.566640 -0.166322  -0.0392
13 H -0.697166 -2.121825 0.779003  0.1161
14 H -0.560724 -1.731843 2.440778  0.1144
15 H -1.095675 0.490805 2.073368  0.1445
16 H -1.500690 -0.363760 -0.858651  0.1344
17 H -1.174510 2.062369 -0.777328  0.0902

Forces on the atoms, in the same order (eV/Å):
C -0.91 -0.82 -0.05
C 1.99 1.85 1.50
O -0.63 -1.36 0.46
O 0.02 0.63 -1.23
H -0.14 0.20 0.12
H 0.17 0.08 -0.16
H -0.06 0.21 0.06
H 0.04 -0.33 -0.16
N 0.65 -0.13 0.10
C -1.07 0.44 -1.73
C -0.79 -0.96 1.25
O 0.81 0.36 -0.46
H -0.20 0.01 0.20
H -0.06 -0.01 -0.29
H 0.20 0.07 -0.10
H 0.21 -0.24 0.05
H -0.22 0.00 0.43

**LUMO**: 0.0114 hartree
**Relative energy (zero: lowest compared OMol25 entry of this formula, charge and spin)**: 66.10 kcal per mole
**Orbital gap**: 8.5 eV
**Structure (SMILES)**: CC(=O)O.N/C=C/O
**Net charge**: 0

Below is a cluster of 2 separate species, C23H31N2O2 in total at a distorted geometry, with properties calculated with the ωB97M-V functional and the def2-TZVPD basis.

Each line ends with the Löwdin charge.
Atoms and positions in Å:
1 C -3.946345 0.903676 1.728920  -0.0068
2 C -2.984702 -0.197578 1.550774  -0.1977
3 N -3.249851 -1.448069 2.016527  -0.0503
4 C -4.452510 -1.820437 2.752986  0.0090
5 C -2.184284 -2.307293 1.736868  -0.1527
6 C -1.193777 -1.547445 1.076880  -0.1250
7 C -0.004656 -2.152096 0.696858  -0.0276
8 C 0.154791 -3.523542 0.923370  -0.0698
9 C -0.816588 -4.261119 1.626266  -0.0709
10 C -2.007775 -3.654380 2.046922  -0.0007
11 C -1.665808 -0.170227 0.977835  -0.0893
12 C -0.869594 0.899756 0.463555  0.1283
13 C -0.114232 1.781620 1.326834  -0.2114
14 C 0.721172 1.240799 2.342218  -0.0111
15 C 1.766835 2.009323 2.858777  -0.0555
16 C 1.906151 3.352952 2.492474  -0.0479
17 C 0.953822 3.943733 1.659331  -0.0602
18 C -0.065206 3.181495 1.102418  -0.0310
19 H -3.497399 1.810743 1.305740  0.0849
20 H -4.898393 0.706232 1.201352  0.1024
21 H -4.158433 1.079084 2.800119  0.1015
22 H -4.396684 -2.885454 2.995028  0.0853
23 H -4.530115 -1.243698 3.688210  0.1044
24 H -5.351198 -1.629599 2.158198  0.1004
25 H 0.748595 -1.526745 0.230246  0.0612
26 H 1.048270 -4.025017 0.552966  0.1049
27 H -0.638978 -5.312956 1.844707  0.1082
28 H -2.788228 -4.187595 2.593765  0.1082
29 H -1.080554 1.209473 -0.563197  0.1353
30 H 0.577386 0.195576 2.638982  0.1294
31 H 2.478700 1.541872 3.553731  0.1216
32 H 2.745077 3.934846 2.876845  0.1177
33 H 1.009871 5.012192 1.435100  0.1190
34 H -0.829488 3.624230 0.459865  0.1251
35 C 3.629327 -1.397095 -3.399528  -0.0839
36 O 2.980695 -0.484210 -2.529840  -0.2077
37 C 2.917413 -0.938778 -1.190907  -0.1935
38 C 2.319071 0.167032 -0.333111  -0.1811
39 N 1.086012 0.713204 -0.880094  -0.0235
40 C 1.357836 1.914091 -1.686253  -0.1394
41 C 0.994821 1.706534 -3.146476  -0.1832
42 O 0.023266 0.662004 -3.190357  -0.2290
43 C -0.557764 0.381127 -4.448442  -0.0806
44 H 3.717532 -0.899158 -4.370045  0.0936
45 H 4.639210 -1.673548 -3.043621  0.0959
46 H 3.043492 -2.326531 -3.519172  0.0975
47 H 2.266675 -1.832419 -1.149307  0.1226
48 H 3.929877 -1.190288 -0.823007  0.1403
49 H 2.142665 -0.195411 0.679593  0.1009
50 H 3.040967 0.996334 -0.227311  0.1336
51 H 0.602317 0.032085 -1.471566  0.1169
52 H 0.780924 2.735321 -1.264092  0.1032
53 H 2.417183 2.181385 -1.582580  0.1326
54 H 0.573455 2.646590 -3.561933  0.1380
55 H 1.903090 1.416959 -3.702087  0.1230
56 H -1.106051 -0.553045 -4.306563  0.0943
57 H -1.268240 1.160985 -4.750950  0.0927
58 H 0.180353 0.242478 -5.253821  0.0979

Forces on the atoms, in the same order (eV/Å):
C -0.27 0.60 -0.01
C 2.48 0.11 -0.80
N 0.32 -0.67 -0.15
C 0.00 0.18 0.11
C -0.23 0.60 0.02
C -0.51 0.43 0.51
C 0.11 -0.70 -0.12
C 0.08 0.55 0.00
C -0.53 0.34 0.04
C 0.32 -0.14 -0.15
C -1.50 -2.81 1.19
C 0.25 2.05 -0.32
C 0.19 0.50 0.55
C -0.10 -0.02 -0.32
C -0.20 -0.28 0.19
C -0.08 -0.33 -0.02
C -0.27 0.27 0.09
C 0.34 -0.48 -0.55
H -0.32 -0.09 0.19
H 0.39 0.10 0.28
H 0.02 -0.02 -0.49
H -0.09 0.32 -0.07
H 0.08 -0.25 -0.28
H 0.16 -0.11 0.05
H -0.08 -0.53 0.00
H -0.15 0.11 0.23
H -0.09 0.26 -0.10
H 0.42 -0.05 -0.20
H -0.26 0.59 0.44
H 0.20 0.36 -0.17
H -0.40 0.32 -0.32
H -0.29 -0.13 -0.10
H -0.04 -0.37 0.12
H 0.40 -0.01 0.06
C 0.05 -0.27 -0.13
O 0.28 0.04 0.25
C -0.06 -0.14 -0.23
C 0.60 0.17 0.44
N 0.16 -0.68 -0.35
C -0.47 0.00 0.45
C -0.25 -0.04 -0.74
O 0.21 0.42 0.06
C -0.16 -0.13 -0.20
H -0.01 -0.15 0.19
H -0.34 0.21 -0.04
H 0.12 0.30 0.06
H 0.32 0.06 0.05
H -0.38 -0.04 -0.01
H 0.11 -0.17 0.09
H -0.28 -0.44 0.01
H 0.34 0.14 -0.07
H -0.18 0.25 0.08
H -0.40 0.00 -0.13
H 0.25 -0.47 0.07
H -0.46 0.05 -0.01
H 0.05 0.13 -0.16
H 0.15 -0.01 0.06
H -0.01 0.07 0.33

**LUMO**: -0.1732 hartree
**Relative energy (zero: lowest compared OMol25 entry of this formula, charge and spin)**: 51.83 kcal per mole
**Orbital gap**: 5.9 eV
**Net charge**: +1

Q: Among the records above, which one has the highest LUMO?
A: C36H30AsCl2N6S2Tl